(1)
The following is a DFT calculation (wB97M-V/def2-TZVPD) of a molecular structure, C40H39Cl3CsN8O4S3.

CARTESIAN COORDINATES (ANGSTROEM)
Cs -0.29 -0.13 -0.65
O -2.36 -1.66 -1.44
N -1.71 -2.21 -2.42
C -1.27 -3.49 -2.24
C -0.57 -4.17 -3.21
C -0.29 -3.51 -4.40
C -0.71 -2.22 -4.57
C -1.43 -1.51 -3.58
S -1.89 0.12 -3.78
H -1.48 -3.87 -1.25
H -0.23 -5.17 -3.00
H 0.28 -4.01 -5.19
H -0.51 -1.68 -5.48
N 1.30 0.43 2.16
C 1.36 1.71 2.87
C 1.55 1.55 4.39
C 1.55 2.87 5.16
C 2.85 3.66 5.13
N 3.90 3.03 5.92
C 5.14 2.74 5.50
N 5.42 2.59 4.22
N 6.10 2.62 6.44
C 2.52 2.53 2.29
O 3.66 1.95 2.34
O 2.30 3.67 1.85
H 0.65 -0.23 2.57
H 2.22 0.02 2.16
H 0.44 2.26 2.69
H 2.49 1.01 4.57
H 0.74 0.92 4.76
H 1.29 2.69 6.21
H 0.76 3.52 4.76
H 2.69 4.66 5.55
H 3.20 3.81 4.12
H 3.79 3.01 6.92
H 4.69 2.38 3.49
H 6.38 2.40 4.00
H 5.84 2.71 7.42
H 6.90 2.02 6.24
S 2.62 -5.06 -1.42
C 3.17 -3.97 -2.64
C 4.01 -4.21 -3.72
C 4.30 -3.16 -4.57
C 3.76 -1.90 -4.35
C 2.92 -1.66 -3.28
C 2.61 -2.70 -2.41
N 1.77 -2.61 -1.31
C 1.65 -3.74 -0.70
C 0.80 -4.02 0.47
C 0.71 -5.36 0.89
C -0.11 -5.69 1.95
C -0.84 -4.68 2.57
C -0.74 -3.38 2.12
C 0.08 -2.95 1.05
H 4.44 -5.19 -3.89
H 4.96 -3.33 -5.42
H 4.00 -1.09 -5.04
H 2.49 -0.68 -3.10
H 1.27 -6.15 0.40
H -0.18 -6.72 2.29
H -1.50 -4.92 3.40
H -1.35 -2.63 2.63
Cl 2.82 5.09 -11.28
C 2.51 4.66 -9.62
C 1.36 3.97 -9.29
C 1.14 3.63 -7.97
C 2.04 3.96 -6.97
C 1.77 3.54 -5.54
C 0.95 4.56 -4.76
N 0.90 4.17 -3.37
C 1.81 4.51 -2.39
C 1.50 3.76 -1.30
N 0.43 2.94 -1.60
C 0.10 3.20 -2.84
O 1.02 2.34 -5.51
C 1.78 1.22 -5.08
C 2.93 1.00 -6.01
C 4.24 1.29 -5.74
Cl 4.88 1.81 -4.24
S 5.28 1.04 -7.09
C 3.95 0.54 -8.06
C 2.78 0.57 -7.37
C 3.18 4.67 -7.34
Cl 4.34 5.14 -6.13
C 3.43 5.02 -8.65
H 0.65 3.70 -10.07
H 0.26 3.06 -7.70
H 2.72 3.42 -5.01
H -0.06 4.57 -5.17
H 1.37 5.57 -4.84
H 2.57 5.26 -2.56
H 1.95 3.76 -0.32
H -0.66 2.70 -3.41
H 1.09 0.38 -5.07
H 2.13 1.39 -4.06
H 4.11 0.25 -9.08
H 1.83 0.29 -7.79
H 4.33 5.56 -8.91

Summary:
Multiplicity   2
Energy above the lowest of the compared OMol25 structures with the same formula, charge and spin   37.4 kcal/mol
<S²>   0.75
E_HOMO (alpha / beta)   1.08 / -2.07 eV
Energy   -4881.95591 a.u.
Frontier orbital gap (alpha / beta)   1.786 / 4.936 eV
Net charge   -2

Atom charges from the Mulliken analysis, given in e for atoms 1 to 5: 1.121, -0.778, 0.515, -0.384, -0.799

=====

(2)
The following is a DFT calculation (wB97M-V/def2-TZVPD) of 2 unconnected molecules or ions with the total composition C12H15FN3O4 at a distorted geometry.

CARTESIAN COORDINATES (ANGSTROEM)
N 1.70 -2.17 0.07
C 1.91 -1.56 -1.30
N 2.23 -2.54 -2.45
N 1.91 -0.23 -1.63
C 0.96 0.83 -1.14
C -0.37 0.30 -0.35
O -0.44 0.57 0.98
C -1.65 -0.50 -0.99
C -1.81 -2.13 -0.79
C -3.07 -3.02 -1.34
C -4.30 -2.28 -2.16
C -4.19 -0.64 -2.42
C -2.89 0.23 -1.84
H 2.59 -2.11 0.64
H 1.41 -3.16 -0.09
H 2.15 -3.53 -2.13
H 1.57 -2.30 -3.22
H 2.68 0.09 -2.29
H 0.71 1.54 -2.07
H 1.58 1.52 -0.40
H -0.97 -2.69 -0.20
H -3.13 -4.20 -1.14
H -5.24 -2.90 -2.54
H -5.06 -0.09 -3.03
H -2.88 1.40 -2.05
C 0.78 2.74 2.72
C 1.04 2.68 4.18
O 2.44 2.87 4.28
C 2.76 3.63 3.20
O 3.82 4.23 3.08
O 1.76 3.66 2.27
F 0.75 1.45 4.67
H 0.93 1.78 2.22
H -0.23 3.10 2.49
H 0.53 3.45 4.77

Summary:
Multiplicity   1
E_HOMO   -11.84 eV
Energy   -1030.71056 a.u.
Frontier orbital gap   6.762 eV
Net charge   +1

Atom charges from the Mulliken analysis, given in e for atoms 1 to 5: -0.400, 0.342, -0.541, -0.124, -0.441

=====

(3)
The following is a DFT calculation (wB97M-V/def2-TZVPD) of 5 unconnected molecules or ions with the total composition C57H60F9N5O13S2 at a distorted geometry.

CARTESIAN COORDINATES (ANGSTROEM)
C -7.34 0.10 -3.24
C -6.55 -1.26 -3.29
C -5.21 -1.19 -4.15
C -4.13 -0.21 -3.60
C -3.05 0.45 -4.54
C -3.75 1.82 -5.05
C -5.13 1.72 -5.78
C -5.10 1.47 -7.34
S -4.08 2.75 -8.23
C -2.52 -0.31 -5.78
F -3.43 -1.18 -6.42
F -2.22 0.57 -6.83
C -1.21 -1.21 -5.73
F -0.06 -0.57 -5.33
F -0.94 -1.44 -7.09
C -1.38 -2.69 -5.18
F -1.59 -3.56 -6.24
F -2.46 -2.89 -4.36
C -0.02 -3.24 -4.54
F -0.24 -4.60 -4.36
F 0.24 -2.74 -3.31
F 1.02 -3.16 -5.40
C -1.92 1.04 -3.54
C -0.97 2.12 -4.21
C 0.54 2.10 -3.80
C 1.32 3.05 -4.78
O 1.36 2.74 -5.96
N 2.01 4.24 -4.36
C 2.55 4.13 -3.00
C 3.55 3.11 -2.70
C 4.04 3.01 -1.32
C 3.47 3.92 -0.33
C 2.48 4.95 -0.63
C 2.00 5.06 -2.00
C -1.18 0.03 -2.59
C -0.90 0.82 -1.21
C 0.59 0.50 -0.72
C 0.88 1.20 0.68
O 0.90 -0.90 -0.71
C 0.11 -1.64 0.22
C 0.99 -2.42 1.26
C 0.33 -3.36 2.18
C 1.11 -4.14 3.15
C 2.57 -3.99 3.21
C 3.24 -3.04 2.31
C 2.44 -2.27 1.35
O -1.89 -1.16 -2.19
S -3.50 -1.00 -2.05
O -3.95 -0.24 -0.87
O -4.01 -2.37 -1.86
H -8.26 -0.08 -2.60
H -7.65 0.39 -4.27
H -6.77 0.90 -2.70
H -6.38 -1.60 -2.24
H -7.19 -2.05 -3.77
H -5.55 -0.97 -5.20
H -4.88 -2.27 -4.22
H -4.73 0.66 -3.18
H -3.10 2.47 -5.66
H -3.97 2.42 -4.12
H -5.54 2.78 -5.72
H -5.93 1.12 -5.29
H -4.87 0.42 -7.65
H -6.15 1.67 -7.69
H -4.11 2.44 -9.57
H -2.55 1.64 -2.81
H -1.36 3.15 -3.96
H -1.00 2.09 -5.34
H 0.60 2.46 -2.73
H 1.05 1.11 -3.85
H 2.79 4.34 -5.02
H 3.89 2.46 -3.54
H 4.78 2.22 -1.07
H 3.81 3.83 0.74
H 2.05 5.64 0.15
H 1.23 5.79 -2.35
H -0.16 -0.30 -2.91
H -1.56 0.47 -0.38
H -0.93 1.93 -1.35
H 1.33 0.98 -1.43
H 1.07 2.30 0.59
H 1.73 0.70 1.22
H -0.03 1.00 1.32
H -0.63 -1.05 0.80
H -0.48 -2.42 -0.35
H -0.77 -3.50 2.17
H 0.61 -4.85 3.85
H 3.14 -4.62 3.94
H 4.35 -2.93 2.36
H 2.96 -1.56 0.66
O -9.45 1.31 -4.81
N -10.28 2.18 -5.03
O -10.23 2.96 -5.96
C -11.41 2.30 -4.10
C -11.48 1.45 -3.00
C -12.54 1.58 -2.11
C -13.51 2.55 -2.33
C -13.44 3.38 -3.44
C -12.38 3.26 -4.33
H -10.72 0.70 -2.83
H -12.60 0.93 -1.25
H -14.33 2.65 -1.63
H -14.21 4.13 -3.60
H -12.33 3.92 -5.19
O 4.38 -3.43 7.01
N 4.67 -4.54 6.61
O 5.07 -4.79 5.49
C 4.53 -5.66 7.55
C 4.04 -5.42 8.83
C 3.88 -6.49 9.71
C 4.21 -7.77 9.31
C 4.71 -8.00 8.03
C 4.87 -6.95 7.14
H 3.78 -4.43 9.15
H 3.50 -6.31 10.70
H 4.08 -8.60 9.99
H 4.97 -9.01 7.72
H 5.25 -7.13 6.15
O 5.04 -1.90 12.20
N 5.35 -2.58 11.24
O 4.68 -3.50 10.80
C 6.63 -2.30 10.59
C 7.45 -1.29 11.09
C 8.67 -1.04 10.48
C 9.06 -1.79 9.37
C 8.23 -2.79 8.87
C 7.01 -3.05 9.48
H 7.15 -0.71 11.95
H 9.32 -0.27 10.86
H 10.02 -1.60 8.90
H 8.54 -3.37 8.01
H 6.37 -3.83 9.09
O 4.71 3.00 3.19
N 5.12 4.13 2.98
O 4.40 5.12 2.94
C 6.55 4.32 2.77
C 7.39 3.21 2.77
C 8.75 3.39 2.55
C 9.26 4.66 2.32
C 8.41 5.77 2.32
C 7.05 5.60 2.55
H 7.01 2.22 2.95
H 9.42 2.53 2.54
H 10.32 4.80 2.14
H 8.81 6.76 2.15
H 6.40 6.46 2.54

Summary:
Multiplicity   1
E_HOMO   -8.42 eV
Energy   -5154.54483 a.u.
Frontier orbital gap   7.702 eV
Net charge   0
SMILES string   CCC[C@@H]1[C@](CCCS)(C(F)(F)C(F)(F)C(F)(F)C(F)(F)F)[C@H](CCC(=O)Nc2ccccc2)[C@@H](C[C@@H](C)OCc2ccccc2)OS1(=O)=O.O=[N+]([O-])c1ccccc1.O=[N+]([O-])c1ccccc1.O=[N+]([O-])c1ccccc1.O=[N+]([O-])c1ccccc1

Atom charges from the Mulliken analysis, given in e for atoms 1 to 5: -0.705, -0.730, -0.836, -0.797, 1.353

=====

(4)
The following is a DFT calculation (wB97M-V/def2-TZVPD) of 2 unconnected molecules or ions with the total composition CH6NO at a distorted geometry.

CARTESIAN COORDINATES (ANGSTROEM)
O -0.21 0.42 2.37
H -0.42 1.37 2.01
C -0.03 0.25 -1.72
N 0.30 -0.92 -0.71
H 0.82 0.91 -1.63
H -0.90 0.77 -1.16
H -0.20 -0.15 -2.68
H 0.98 -0.41 -0.11
H -0.58 -0.85 -0.06

Summary:
Multiplicity   1
Energy above the lowest of the compared OMol25 structures with the same formula, charge and spin   24.5 kcal/mol
E_HOMO   -2.33 eV
Energy   -171.63047 a.u.
Frontier orbital gap   6.591 eV
Net charge   -1

Atom charges from the Mulliken analysis, given in e for atoms 1 to 5: -1.100, 0.121, -0.667, -0.681, 0.236

=====

(5)
The following is a DFT calculation (wB97M-V/def2-TZVPD) of 2 unconnected molecules or ions with the total composition C3H11P3 at a distorted geometry.

CARTESIAN COORDINATES (ANGSTROEM)
C -0.55 -0.90 0.82
C 0.99 0.35 2.13
C 0.81 -0.23 0.74
P -2.18 0.45 -1.85
P 0.76 1.31 -0.55
P -0.09 0.15 -2.17
H -0.94 -1.27 -0.14
H -0.43 -1.74 1.48
H -1.39 -0.29 1.30
H 0.63 -0.63 2.69
H 0.33 1.14 2.27
H 2.00 0.64 2.34
H 1.60 -0.87 0.43
H -2.28 0.62 -3.20
H -2.38 -1.00 -1.92
H 2.99 1.17 -1.29
H 0.14 1.10 -3.09

Summary:
Multiplicity   1
Energy above the lowest of the compared OMol25 structures with the same formula, charge and spin   64.1 kcal/mol
E_HOMO (alpha / beta)   -8.22 / -8.31 eV
Energy   -1144.78790 a.u.
Frontier orbital gap (alpha / beta)   7.517 / 7.453 eV
Net charge   0

Atom charges from the Mulliken analysis, given in e for atoms 1 to 5: -1.411, -1.332, 0.187, -0.139, -0.092

=====

(6)
The following is a DFT calculation (wB97M-V/def2-TZVPD) of a gas-phase ion, C7H19N2OP2 (charge +1) at a distorted geometry.

CARTESIAN COORDINATES (ANGSTROEM)
C -3.67 -0.78 1.77
C 0.12 1.29 -0.44
C 0.53 -1.11 -0.32
C 1.55 1.54 -0.29
C 2.06 -0.73 -0.32
C 1.98 2.76 -1.07
C -2.18 -0.70 2.29
N -2.23 -1.51 -0.56
N -0.27 0.01 0.32
O 2.32 0.48 -0.92
P 3.02 -2.04 -1.31
P -2.39 -0.38 0.60
H -4.19 -1.76 1.81
H -4.31 0.09 2.12
H -0.40 2.10 -0.04
H -0.08 1.28 -1.48
H 0.08 -1.22 -1.30
H 0.61 -1.99 0.32
H 1.90 1.74 0.79
H 2.38 -0.67 0.70
H 1.68 2.54 -2.14
H 3.12 2.73 -1.02
H 1.75 3.78 -0.77
H -1.71 -1.70 2.37
H -1.64 0.16 2.74
H -1.49 -2.23 -0.43
H -3.06 -2.06 -0.71
H 0.15 0.33 1.16
H 4.33 -1.56 -1.58
H 2.53 -1.30 -2.43
H -2.52 0.90 0.15

Summary:
Multiplicity   3
<S²>   2.00
E_HOMO (alpha / beta)   -7.40 / -13.04 eV
Energy   -1145.01989 a.u.
Frontier orbital gap (alpha / beta)   4.885 / 7.166 eV
Net charge   +1

Atom charges from the Mulliken analysis, given in e for atoms 1 to 5: -0.638, -1.119, -1.257, 0.476, -0.481